# 1
{"formula": "C18H34F4O19S4", "method": "ωB97M-V/def2-TZVPD", "elements": ["C", "C", "C", "C", "O", "C", "O", "C", "C", "O", "C", "C", "F", "F", "C", "F", "F", "H", "H", "H", "H", "H", "H", "H", "H", "H", "H", "H", "H", "H", "H", "H", "H", "H", "H", "C", "C", "O", "S", "O", "O", "O", "H", "H", "H", "H", "C", "C", "O", "S", "O", "O", "O", "H", "H", "H", "H", "C", "C", "O", "S", "O", "O", "O", "H", "H", "H", "H", "C", "C", "O", "S", "O", "O", "O", "H", "H", "H", "H"], "xyz": [[0.572, -3.012, 4.821], [0.735, -1.557, 5.244], [0.188, -0.556, 4.225], [1.092, -0.276, 3.014], [2.133, -1.249, 2.881], [3.386, -0.729, 2.618], [3.534, -0.056, 1.405], [3.360, -0.739, 0.148], [1.924, -0.836, -0.326], [1.326, -2.022, 0.152], [-0.074, -2.079, -0.019], [4.360, -1.918, 2.766], [5.546, -1.586, 2.173], [3.912, -3.042, 2.169], [4.735, -2.294, 4.207], [3.710, -2.907, 4.832], [5.022, -1.162, 4.907], [1.134, -3.223, 3.911], [0.926, -3.693, 5.599], [-0.483, -3.237, 4.631], [0.213, -1.389, 6.191], [1.794, -1.352, 5.427], [-0.004, 0.399, 4.721], [-0.784, -0.914, 3.870], [1.542, 0.720, 3.082], [0.512, -0.285, 2.091], [3.669, 0.021, 3.367], [3.908, -0.114, -0.552], [3.827, -1.727, 0.170], [1.382, 0.048, 0.030], [1.918, -0.821, -1.428], [-0.530, -2.395, 0.924], [-0.336, -2.807, -0.796], [-0.492, -1.104, -0.299], [5.612, -2.944, 4.213], [2.868, 3.638, 1.315], [2.641, 4.379, 0.010], [1.463, 3.739, -0.515], [0.487, 3.308, 0.655], [-0.553, 4.255, 0.840], [0.174, 1.934, 0.462], [1.532, 3.470, 1.843], [3.315, 2.655, 1.151], [3.438, 4.209, 2.042], [3.439, 4.233, -0.710], [2.440, 5.441, 0.156], [1.553, 1.524, -4.863], [2.975, 1.030, -5.050], [3.773, 2.070, -4.450], [3.013, 2.676, -3.192], [3.453, 2.052, -1.991], [3.061, 4.093, -3.286], [1.580, 2.119, -3.548], [1.285, 2.291, -5.590], [0.810, 0.736, -4.851], [3.270, 0.944, -6.091], [3.158, 0.092, -4.524], [-3.243, -0.800, -2.993], [-4.240, -1.051, -4.105], [-3.480, -0.774, -5.305], [-1.971, -1.202, -5.104], [-1.712, -2.480, -5.663], [-1.150, -0.099, -5.475], [-2.013, -1.340, -3.525], [-3.110, 0.262, -2.789], [-3.478, -1.335, -2.079], [-5.094, -0.384, -4.087], [-4.574, -2.088, -4.125], [-7.798, 0.341, 0.676], [-8.813, 0.080, -0.422], [-8.077, 0.372, -1.626], [-6.558, -0.051, -1.454], [-6.337, -1.344, -2.001], [-5.736, 1.030, -1.865], [-6.573, -0.184, 0.127], [-7.670, 1.405, 0.876], [-8.005, -0.198, 1.595], [-9.668, 0.749, -0.391], [-9.141, -0.959, -0.444]], "atomic_forces_ev_per_a": [[-0.06, -0.05, -0.07], [0.14, 0.11, 0.05], [-0.10, -0.08, -0.05], [0.09, 0.07, -0.15], [0.02, 0.05, 0.07], [-0.01, -0.15, -0.15], [-0.22, 0.05, 0.03], [0.05, -0.13, 0.09], [0.08, 0.11, 0.04], [0.01, 0.00, 0.11], [-0.08, -0.04, -0.02], [0.26, 0.12, 0.11], [-0.02, 0.02, -0.01], [-0.06, -0.08, -0.10], [-0.12, 0.14, 0.09], [-0.02, -0.08, -0.02], [0.09, -0.02, -0.04], [-0.05, 0.03, 0.04], [-0.03, 0.04, -0.02], [0.06, -0.01, 0.03], [0.03, -0.05, -0.03], [-0.11, 0.01, 0.05], [0.00, -0.04, -0.03], [0.05, 0.00, 0.04], [0.03, -0.04, 0.08], [-0.01, 0.05, 0.00], [-0.02, 0.00, -0.07], [0.04, 0.05, -0.07], [-0.09, 0.04, 0.00], [0.02, -0.05, -0.14], [0.00, 0.00, 0.08], [0.03, 0.00, -0.07], [0.01, 0.08, 0.01], [0.04, -0.04, 0.04], [-0.03, -0.02, -0.02], [0.08, -0.03, -0.05], [0.11, -0.05, 0.06], [-0.11, 0.14, -0.12], [0.13, -0.17, -0.02], [-0.01, 0.02, 0.03], [-0.20, 0.02, 0.03], [0.02, 0.06, 0.03], [-0.03, 0.01, 0.01], [-0.04, -0.01, 0.03], [-0.05, 0.00, 0.00], [-0.03, -0.01, 0.03], [0.05, 0.00, -0.02], [-0.03, -0.06, 0.02], [0.01, 0.02, -0.02], [0.08, 0.06, 0.02], [0.06, -0.10, 0.00], [0.01, -0.01, -0.02], [-0.10, -0.01, 0.09], [0.01, 0.00, 0.00], [-0.04, -0.01, -0.02], [0.02, 0.04, 0.01], [-0.02, 0.00, 0.00], [-0.03, 0.14, 0.03], [-0.10, -0.12, -0.05], [-0.05, 0.02, 0.03], [0.15, 0.04, -0.03], [-0.04, 0.00, 0.02], [-0.02, -0.01, -0.05], [0.02, -0.09, 0.10], [0.00, 0.00, -0.01], [0.04, -0.05, -0.02], [0.08, 0.06, -0.06], [0.00, 0.01, 0.00], [-0.03, 0.02, 0.01], [-0.02, 0.00, 0.04], [-0.05, 0.08, 0.00], [-0.01, 0.03, 0.08], [0.06, -0.11, -0.02], [-0.02, -0.02, -0.05], [-0.01, -0.02, 0.06], [-0.01, 0.00, -0.01], [0.03, -0.02, -0.01], [0.02, 0.02, -0.03], [0.01, -0.01, 0.01]], "mulliken_charge": [-1.12, -0.33, -0.95, 0.01, 0.11, -0.38, -0.38, -0.66, -0.04, -0.40, -0.76, 0.80, -0.33, -0.26, -0.01, -0.19, -0.28, 0.16, 0.32, 0.41, 0.42, 0.16, 0.36, 0.42, 0.29, -0.18, 0.37, 0.48, 0.39, -0.07, 0.56, 0.25, 0.36, 0.24, 0.30, 0.07, -0.36, -0.16, 1.00, -0.61, -0.48, -0.34, -0.06, 0.34, 0.30, 0.25, -0.02, -0.41, -0.36, 1.05, -0.37, -0.62, -0.23, 0.27, 0.10, 0.33, 0.31, -0.20, -0.27, -0.35, 1.05, -0.58, -0.56, -0.28, 0.34, 0.30, 0.19, 0.31, -0.31, -0.35, -0.31, 1.19, -0.55, -0.55, -0.29, 0.29, 0.29, 0.30, 0.29], "molar_mass_da": 758.711, "smiles": "CCCCO[C@H](OCCOC)C(F)(F)C(F)F.O=S1(=O)OCCO1.O=S1(=O)OCCO1.O=S1(=O)OCCO1.O=S1(=O)OCCO1", "gap_ha": 0.347, "charge": 0, "multiplicity": 1, "lumo_ev": 0.15}


# 2
{"formula": "C18H34IrN2O4PSe2Te", "method": "ωB97M-V/def2-TZVPD", "elements": ["Ir", "C", "Se", "C", "C", "Se", "C", "H", "H", "H", "H", "H", "H", "H", "H", "H", "H", "C", "C", "N", "C", "C", "C", "O", "C", "C", "C", "C", "N", "C", "H", "H", "H", "H", "H", "H", "H", "H", "H", "H", "H", "H", "H", "H", "C", "C", "O", "P", "O", "Te", "O", "C", "C", "H", "H", "H", "H", "H", "H", "H", "H", "H", "H"], "xyz": [[-0.082, -1.545, 0.961], [4.031, -0.948, 0.917], [2.621, -2.244, 0.485], [2.627, -3.256, 2.184], [2.392, -2.404, 3.409], [0.580, -1.583, 3.490], [1.144, 0.211, 4.009], [4.946, -1.494, 1.137], [3.752, -0.315, 1.753], [4.192, -0.341, 0.029], [3.603, -3.742, 2.252], [1.867, -4.031, 2.061], [3.117, -1.589, 3.469], [2.491, -3.012, 4.310], [1.694, 0.135, 4.944], [0.255, 0.813, 4.176], [1.758, 0.671, 3.239], [4.383, 3.612, -3.588], [2.906, 4.009, -3.681], [2.054, 3.106, -2.936], [1.381, 2.041, -3.642], [-0.056, 2.413, -4.019], [1.921, 3.329, -1.607], [2.562, 4.159, -1.001], [0.877, 2.545, -0.847], [-0.265, 3.229, -0.431], [-1.157, 2.599, 0.417], [-0.867, 1.318, 0.846], [0.216, 0.652, 0.441], [1.071, 1.251, -0.386], [4.976, 4.315, -4.167], [4.541, 2.613, -3.987], [4.708, 3.653, -2.551], [2.578, 4.009, -4.721], [2.792, 5.011, -3.259], [1.372, 1.138, -3.026], [1.954, 1.833, -4.547], [-0.676, 2.515, -3.131], [-0.470, 1.635, -4.651], [-0.073, 3.350, -4.568], [-0.432, 4.245, -0.757], [-2.049, 3.099, 0.757], [-1.528, 0.808, 1.534], [1.951, 0.683, -0.664], [-4.288, -1.248, 3.015], [-3.527, -2.555, 3.091], [-2.372, -2.546, 2.227], [-2.531, -2.528, 0.633], [-2.245, -1.165, 0.088], [-0.724, -3.934, -0.194], [-3.970, -3.093, 0.370], [-4.338, -3.603, -0.925], [-5.494, -2.819, -1.504], [-5.160, -1.294, 3.661], [-4.623, -1.072, 1.993], [-3.663, -0.414, 3.327], [-4.173, -3.384, 2.801], [-3.121, -2.737, 4.086], [-4.618, -4.650, -0.776], [-3.464, -3.557, -1.586], [-6.354, -2.868, -0.843], [-5.766, -3.252, -2.461], [-5.223, -1.779, -1.654]], "atomic_forces_ev_per_a": [[2.80, 0.69, -2.11], [-0.42, 0.23, -0.01], [-1.45, -0.12, 0.81], [0.12, -0.03, -0.22], [-0.07, 0.22, -0.03], [-0.03, 0.11, -1.27], [0.03, 0.09, -0.06], [-0.11, -0.21, -0.01], [-0.01, 0.04, -0.02], [-0.05, -0.02, -0.01], [-0.04, 0.04, 0.00], [0.10, 0.10, -0.04], [-0.15, -0.05, 0.08], [-0.10, 0.05, -0.05], [-0.01, -0.10, 0.00], [-0.09, -0.07, -0.03], [-0.02, -0.10, -0.04], [-0.39, 0.16, -0.08], [0.84, 0.34, -0.01], [-0.19, -0.02, 0.87], [-0.72, -0.08, -0.13], [0.39, -0.21, -0.07], [0.20, -0.40, -0.95], [0.04, 0.34, 0.48], [-0.13, -0.12, 0.39], [0.11, -0.26, 0.02], [0.22, -0.03, -0.01], [-0.48, 0.52, 0.15], [-0.82, -1.50, 1.17], [0.49, 0.08, -0.29], [0.13, 0.00, -0.04], [0.07, -0.11, -0.03], [0.05, -0.03, 0.02], [-0.09, 0.07, 0.06], [-0.10, -0.10, -0.18], [0.10, -0.02, -0.19], [0.04, -0.10, 0.14], [-0.09, 0.03, 0.03], [-0.20, -0.07, -0.09], [-0.03, 0.10, -0.06], [0.00, 0.10, -0.05], [-0.08, 0.00, 0.07], [-0.03, 0.00, -0.07], [-0.03, 0.00, -0.08], [0.24, -0.14, -0.08], [-0.77, 0.11, 0.65], [-0.18, -0.32, -1.13], [-0.91, -1.25, 1.14], [1.24, 0.46, 0.42], [0.33, 1.35, 1.01], [0.72, 0.42, 0.60], [-0.44, -0.39, -0.97], [0.23, -0.03, 0.26], [-0.06, 0.02, 0.05], [-0.13, 0.08, 0.00], [0.02, 0.08, 0.06], [0.12, -0.05, 0.10], [-0.08, -0.03, -0.11], [0.14, 0.14, 0.02], [-0.15, -0.07, 0.04], [-0.11, -0.01, 0.04], [-0.05, -0.05, -0.12], [0.03, 0.15, -0.05]], "mulliken_charge": [1.23, -1.02, 0.18, -0.79, -0.72, 0.17, -1.01, 0.42, 0.28, 0.39, 0.51, 0.30, 0.38, 0.51, 0.43, 0.37, 0.28, -1.12, -0.72, 0.33, -0.61, -1.03, 0.15, -0.60, -0.06, -0.17, -1.13, -0.01, -0.32, -0.26, 0.39, 0.30, 0.31, 0.45, 0.38, 0.18, 0.51, 0.22, 0.40, 0.34, 0.56, 0.49, 0.55, 0.47, -1.05, -0.34, -0.12, 0.51, -0.60, 0.01, -0.20, -0.26, -1.21, 0.41, 0.34, 0.25, 0.33, 0.39, 0.29, 0.31, 0.32, 0.41, 0.30], "molar_mass_da": 851.191, "gap_ha": [0.179, 0.208], "charge": 2, "multiplicity": 1, "lumo_ev": [-8.74, -7.94]}


# 3
{"formula": "C18H34N2O28S7", "method": "ωB97M-V/def2-TZVPD", "elements": ["C", "C", "O", "S", "O", "O", "O", "H", "H", "H", "H", "C", "C", "O", "S", "O", "O", "O", "H", "H", "H", "H", "C", "C", "O", "S", "O", "O", "O", "H", "H", "H", "H", "C", "C", "O", "S", "O", "O", "O", "H", "H", "H", "H", "C", "C", "O", "S", "O", "O", "O", "H", "H", "H", "H", "C", "C", "O", "S", "O", "O", "O", "H", "H", "H", "H", "C", "C", "O", "S", "O", "O", "O", "H", "H", "H", "H", "C", "C", "N", "H", "H", "H", "C", "C", "N", "H", "H", "H"], "xyz": [[3.249, -0.321, 3.692], [4.380, 0.264, 2.906], [4.485, -0.505, 1.714], [3.107, -1.354, 1.336], [3.373, -2.772, 1.442], [2.383, -0.713, 0.218], [2.328, -0.807, 2.684], [2.760, 0.503, 4.211], [3.630, -1.097, 4.357], [5.274, 0.363, 3.523], [4.080, 1.235, 2.512], [-3.091, 4.898, -2.041], [-1.903, 4.564, -1.084], [-2.229, 3.351, -0.586], [-3.124, 2.392, -1.647], [-3.987, 1.499, -0.857], [-2.258, 1.812, -2.613], [-3.952, 3.732, -2.104], [-2.733, 5.144, -3.041], [-3.769, 5.720, -1.810], [-1.770, 5.349, -0.340], [-1.002, 4.463, -1.690], [2.730, 4.083, 2.789], [1.272, 4.460, 3.033], [0.608, 4.227, 1.796], [1.664, 3.935, 0.508], [2.135, 5.195, -0.114], [1.228, 2.871, -0.344], [2.786, 3.348, 1.610], [3.248, 3.580, 3.605], [3.380, 4.921, 2.539], [1.315, 5.527, 3.252], [0.693, 3.859, 3.734], [3.047, -4.162, -2.390], [2.199, -2.882, -2.785], [1.368, -3.373, -3.799], [2.242, -4.358, -4.758], [3.000, -3.572, -5.703], [1.465, -5.484, -5.247], [3.254, -4.882, -3.568], [2.446, -4.837, -1.781], [3.950, -3.792, -1.905], [2.756, -2.051, -3.219], [1.559, -2.598, -1.950], [-2.127, -2.654, -3.431], [-1.383, -3.876, -3.747], [-2.325, -4.852, -4.147], [-3.640, -4.759, -3.077], [-3.177, -5.253, -1.838], [-4.877, -5.246, -3.708], [-3.448, -3.078, -3.189], [-2.287, -2.003, -4.290], [-1.615, -2.108, -2.638], [-0.808, -4.138, -2.859], [-0.697, -3.670, -4.569], [-3.059, 1.840, 2.837], [-2.448, 3.234, 3.171], [-1.795, 2.971, 4.405], [-1.404, 1.355, 4.685], [-1.677, 1.002, 6.061], [-0.112, 1.082, 4.113], [-2.588, 0.826, 3.658], [-2.923, 1.669, 1.769], [-4.122, 1.799, 3.072], [-3.224, 3.992, 3.275], [-1.853, 3.635, 2.351], [-1.139, -4.032, 3.090], [-0.688, -2.579, 3.032], [-0.286, -2.380, 1.702], [-1.074, -3.363, 0.638], [-0.052, -4.115, -0.090], [-2.052, -2.602, -0.142], [-1.717, -4.310, 1.792], [-1.911, -4.206, 3.839], [-0.310, -4.725, 3.232], [0.241, -2.440, 3.586], [-1.548, -1.945, 3.247], [0.959, 2.272, -3.537], [1.994, 1.385, -3.994], [2.794, 0.653, -4.403], [1.169, 3.309, -3.799], [0.840, 2.255, -2.454], [0.031, 1.981, -4.029], [-0.703, 0.384, 0.530], [-0.250, -0.005, -0.834], [0.121, -0.359, -1.864], [-1.609, -0.212, 0.643], [-0.887, 1.455, 0.617], [0.089, 0.078, 1.214]], "atomic_forces_ev_per_a": [[-0.25, 0.09, -0.47], [-0.87, 1.12, -0.84], [-0.02, -1.83, -0.97], [-0.83, 2.00, 0.43], [-0.35, 2.05, -0.56], [2.20, -2.07, 2.45], [0.39, -0.64, -0.14], [-0.28, -0.47, 0.27], [-0.53, -0.24, -0.01], [0.33, -0.46, -0.59], [0.15, 0.39, 0.45], [-0.34, 0.44, -0.94], [-0.33, 1.63, -2.26], [-0.81, -3.62, 1.46], [-1.37, 0.32, 2.79], [1.88, 2.48, -1.67], [-0.38, 0.84, -0.08], [0.90, -1.45, -0.15], [0.13, -0.34, -0.08], [0.18, -0.13, 0.68], [-0.06, -0.41, 0.33], [0.24, 0.31, 0.04], [1.18, 0.83, 0.16], [0.38, 0.32, -0.28], [0.17, -0.01, -2.75], [1.53, 1.68, 1.44], [-1.29, -2.91, 1.91], [0.02, 0.92, 1.29], [-1.02, -1.25, -2.70], [-0.40, -0.50, -0.12], [-0.40, 0.77, 0.65], [-0.71, -0.04, 0.25], [0.45, 0.16, 0.30], [-1.23, 1.77, 0.70], [0.79, -0.88, 1.02], [-0.21, -1.52, -1.84], [0.45, -0.67, -0.72], [-0.85, -0.77, 1.16], [0.87, 1.98, 1.13], [-0.23, 0.20, -2.10], [0.12, 0.43, 0.61], [0.23, -0.61, -0.18], [0.33, 0.04, 0.48], [0.17, 0.25, -0.15], [-0.69, 1.30, -0.74], [1.34, -0.57, -0.45], [-1.72, -1.34, 0.74], [1.46, 1.86, -4.03], [-0.42, -0.16, 0.89], [2.97, 1.60, 1.51], [-2.99, -1.69, 1.96], [0.50, 0.17, -0.07], [-0.63, 0.03, 0.28], [-0.05, -0.74, -0.13], [-0.25, -0.55, 0.07], [-1.97, 1.41, -1.33], [-0.74, -1.35, -0.16], [1.21, -0.70, 1.20], [-1.22, 1.14, -0.73], [0.21, 0.66, -2.34], [-0.89, 0.20, 0.46], [2.69, -0.66, 2.01], [0.13, -0.57, 0.15], [-0.16, 0.55, -0.46], [-0.12, -0.23, 0.72], [0.90, -0.47, 0.33], [0.06, -0.42, -0.18], [-0.10, -0.72, 0.10], [-0.37, -0.43, -2.04], [1.13, -0.12, -1.38], [-1.88, 1.37, 1.31], [1.54, -1.56, 2.11], [-0.15, 0.97, -0.79], [0.04, 0.00, -0.15], [0.02, 0.05, 0.03], [-0.53, 0.40, 0.54], [0.35, 0.40, 0.38], [-0.65, 0.65, 0.16], [1.50, -1.28, -0.63], [-0.93, 0.93, 0.59], [0.20, -0.03, -0.22], [-0.01, -0.36, -0.22], [-0.09, 0.01, 0.22], [0.34, -0.54, -1.19], [0.19, 0.39, 0.27], [-0.27, 0.13, 0.35], [-0.09, 0.19, 0.56], [0.00, -0.10, -0.20], [-0.23, 0.03, 0.14]], "mulliken_charge": [-0.32, -0.03, -0.38, 1.11, -0.64, -0.26, -0.33, 0.20, 0.30, 0.34, -0.02, -0.44, -0.22, -0.07, 1.07, -0.57, -0.47, -0.38, 0.28, 0.28, 0.36, 0.14, -0.47, -0.15, -0.25, 0.85, -0.61, -0.23, -0.38, 0.36, 0.34, 0.25, 0.19, -0.22, 0.23, -0.15, 1.08, -0.56, -0.56, -0.38, 0.30, 0.36, 0.21, -0.35, 0.56, -0.06, -0.48, 1.01, -0.45, -0.56, -0.34, 0.31, -0.45, 0.18, 0.28, 0.17, 0.22, -0.45, 0.91, -0.60, -0.29, -0.32, -0.24, 0.41, 0.36, -0.16, -0.49, 0.05, -0.16, 1.30, -0.57, -0.57, -0.36, 0.33, 0.32, 0.14, 0.08, 0.21, 0.13, -0.51, 0.48, -0.41, 0.20, 0.77, -0.35, -0.46, 0.44, 0.06, -0.40], "molar_mass_da": 950.925, "smiles": "O=S1(=O)OCCO1.O=S1(=O)OCCO1.O=S1(=O)OCCO1.O=S1(=O)OCCO1.O=S1(=O)OCCO1.O=S1(=O)OCCO1.O=S1(=O)OCCO1.CC#N.CC#N", "gap_ha": 0.352, "charge": 0, "multiplicity": 1, "lumo_ev": -0.37}